An isolated molecule of C6H12O, computed with ωB97M-V/def2-TZVPD.

Geometry (Å):
1 C 0.263 -0.783 -2.119
2 C 0.076 -0.500 -0.628
3 C 1.044 -1.336 0.230
4 C 0.231 0.987 -0.370
5 O -0.965 1.760 -0.325
6 C -0.194 1.646 0.867
7 C -0.808 0.925 2.039
8 H 0.098 -1.842 -2.345
9 H -0.428 -0.186 -2.725
10 H 1.286 -0.532 -2.427
11 H -0.956 -0.757 -0.365
12 H 1.940 -1.616 -0.333
13 H 0.571 -2.264 0.567
14 H 1.375 -0.792 1.122
15 H 1.039 1.465 -0.933
16 H 0.327 2.570 1.130
17 H -1.229 -0.041 1.748
18 H -1.607 1.528 2.482
19 H -0.048 0.749 2.810

Results
energy relative to the best compared isomer or geometry (same formula, charge and spin)	27.92	kcal/mol
SMILES	CC(C)[C@H]1O[C@H]1C
highest occupied orbital energy	-10.02	eV
net charge	0
LUMO	1.13	eV